No. 1
ORCA calculation (ωB97M-V with the def2-TZVPD basis set) on a molecular structure, C16H55BF4N4O9 in a non-equilibrium geometry.

```
89
Properties=species:S:1:pos:R:3:forces:R:3:lowdin_charge:R:1
O -2.701660 6.757893 -12.130298 -3.7 1.8 4.8 0.181
H -3.381229 6.282919 -11.606270 0.1 0.6 0.3 0.144
H -3.151550 7.600047 -12.516989 -0.6 0.1 -0.3 0.108
H -2.458746 6.095931 -12.838695 -0.1 0.6 0.4 -0.066
B -2.128700 4.965777 -14.402529 0.9 -1.1 -2.0 -1.196
F -1.594625 5.990913 -13.569124 3.6 -1.8 -4.3 0.194
F -2.436069 5.509653 -15.658522 -0.3 -0.2 0.8 0.148
F -1.119009 4.001415 -14.558438 -0.5 0.3 0.1 0.114
F -3.223167 4.415682 -13.754176 0.2 -0.1 0.2 0.152
C -2.724034 9.136850 -15.150894 -1.2 1.2 0.8 -0.018
C -3.631309 9.827650 -14.088954 0.6 -0.4 0.6 -0.383
C -4.722467 10.804722 -14.500260 -0.3 -0.7 -1.1 -0.207
O -5.426500 11.232103 -13.345795 0.6 0.4 -0.5 -0.198
C -5.291163 12.619074 -13.072049 -1.0 -0.1 0.8 -0.102
N -4.238450 8.739487 -13.287105 1.1 0.6 0.1 0.043
H -2.142408 9.890825 -15.675790 0.2 -0.2 -0.1 0.082
H -3.343540 8.585214 -15.857666 0.1 -0.1 -0.1 0.077
H -2.111513 8.446893 -14.576876 0.3 0.0 -0.4 0.067
H -3.018338 10.400735 -13.383128 0.3 -0.1 -0.1 0.139
H -5.422104 10.273820 -15.160621 -0.2 -0.1 0.1 0.126
H -4.374002 11.636460 -15.117534 0.3 0.2 0.3 0.127
H -5.760082 13.262299 -13.820534 0.1 -0.2 -0.3 0.088
H -4.280942 12.983191 -12.875753 0.2 -0.4 -0.1 0.090
H -5.884532 12.722818 -12.162323 0.2 0.4 0.1 0.090
H -4.905441 9.192506 -12.669218 -0.3 -0.5 0.0 0.094
H -4.678730 8.065489 -13.903826 -0.4 -0.2 0.4 0.031
C -6.357080 5.166972 -15.861973 -0.4 0.8 -1.9 -0.051
C -6.119753 6.508289 -15.158981 0.2 -2.4 2.2 -0.367
C -7.415278 7.141815 -14.692618 0.7 1.3 -0.5 -0.243
O -8.331025 6.179988 -14.232030 0.1 0.6 0.5 -0.171
C -9.545890 6.778418 -13.779578 -0.1 0.5 -0.7 -0.086
N -5.356475 6.126620 -13.927430 0.1 0.6 0.3 0.030
H -5.433997 4.765382 -16.280994 0.2 -0.1 0.4 0.076
H -6.996571 5.294051 -16.746431 -0.1 0.0 0.1 0.082
H -6.866573 4.456440 -15.218857 0.2 0.1 0.2 0.083
H -5.443480 7.208458 -15.650484 -0.5 0.0 -0.6 0.126
H -7.774554 7.792805 -15.502314 -0.6 -0.5 -0.2 0.129
H -7.168268 7.888121 -13.925227 0.0 -0.3 0.4 0.117
H -9.807940 6.612344 -12.734979 0.2 -0.8 -0.1 0.086
H -10.295870 6.441401 -14.493799 -0.5 -0.1 0.5 0.090
H -9.541293 7.872374 -13.831803 0.4 0.0 -0.3 0.081
H -4.622916 5.488687 -14.182027 0.0 0.0 -0.2 0.030
H -5.915664 5.595698 -13.267740 -0.4 0.1 -0.2 0.095
C -3.523896 1.446433 -15.299346 -0.9 -0.7 -1.3 -0.047
C -3.414589 0.104491 -16.043355 1.7 -0.5 1.5 -0.402
C -3.545820 0.181203 -17.537151 -1.7 -0.7 -0.4 -0.195
O -4.950370 0.359161 -17.774861 0.5 0.6 -0.5 -0.207
C -5.285387 1.099007 -18.961665 0.4 -0.7 1.1 -0.083
N -2.071706 -0.467549 -15.748655 0.8 0.0 0.4 0.009
H -4.472266 1.878362 -15.629405 0.0 0.2 0.2 0.078
H -2.725248 2.100516 -15.633528 0.2 0.1 0.4 0.073
H -3.589776 1.263270 -14.231606 0.4 0.3 0.1 0.085
H -4.118780 -0.573539 -15.555042 -0.7 0.0 -0.8 0.138
H -3.266894 -0.777624 -17.991246 0.3 0.0 0.1 0.123
H -2.960666 0.955368 -18.038419 0.1 0.2 0.4 0.125
H -4.449584 1.732005 -19.265432 -0.1 0.2 0.0 0.079
H -6.131718 1.698121 -18.633911 -0.2 0.1 -0.7 0.085
H -5.496025 0.394154 -19.766894 -0.3 0.2 -0.1 0.082
H -1.983108 -0.752292 -14.776739 -0.3 0.4 0.1 0.076
H -1.828017 -1.334214 -16.216961 -0.4 0.2 -0.6 0.073
C 0.160959 3.755528 -11.403493 0.5 0.3 -0.4 -0.057
C 0.732585 3.986456 -10.015064 0.3 0.4 -0.6 -0.426
C 1.920582 4.940964 -10.060946 0.1 -0.1 0.2 -0.212
O 2.391199 5.050090 -8.729100 -0.2 0.8 0.6 -0.205
C 3.393979 6.033899 -8.596511 0.7 -0.3 -0.2 -0.115
N -0.308450 4.503855 -9.090882 0.8 -0.5 -0.3 0.050
H -0.791180 3.229332 -11.355010 0.1 -0.2 -0.1 0.068
H 0.878423 3.215077 -12.024953 -0.2 -0.4 0.1 0.087
H 0.036332 4.680014 -11.973707 -0.3 0.2 0.4 0.073
H 1.216975 3.057376 -9.694295 -0.5 -0.2 0.4 0.138
H 1.669250 5.924725 -10.475656 -0.2 0.0 0.1 0.133
H 2.748586 4.518256 -10.644260 -0.3 0.0 -0.4 0.133
H 3.829258 6.026841 -7.597627 -0.2 -0.5 0.1 0.085
H 3.098614 7.077064 -8.747052 -0.5 -0.1 -0.4 0.087
H 4.177554 5.775185 -9.316562 0.3 0.3 0.1 0.087
H -0.733499 3.673498 -8.689596 -0.2 0.2 0.2 0.069
H 0.216190 4.935258 -8.333845 -0.2 0.0 0.2 0.060
O -3.760249 3.619866 -10.976283 0.1 0.3 0.0 -0.051
H -3.232683 3.660580 -11.784644 -0.1 -0.2 0.0 0.006
H -3.116223 3.485756 -10.272024 0.0 0.0 0.0 0.028
O 1.441020 4.553006 -15.135967 -0.3 -0.1 0.1 -0.064
H 0.494683 4.359370 -14.998615 0.7 0.1 -0.1 -0.007
H 1.711639 3.965455 -15.847282 0.0 0.1 0.0 0.038
O -0.669612 1.392267 -13.829642 0.1 0.0 -0.2 -0.087
H -0.942730 0.870714 -14.607940 0.2 0.3 0.1 -0.009
H -0.546784 2.298940 -14.156375 -0.2 -0.6 0.2 0.002
O -0.338423 6.735032 -17.128910 -0.2 0.0 0.1 -0.060
H -0.898926 6.212029 -16.535559 0.1 0.2 -0.3 -0.006
H 0.172339 7.300180 -16.542334 0.1 -0.1 0.0 0.032
```
Forces are in eV/Å.

Properties
- largest force on an atom (eV/A) = 6.34
- total charge = 0
- HOMO-LUMO gap (eV) = 9.75
- HOMO level (eV) = -9.31
- energy relative to the best compared isomer or geometry (same formula, charge and spin) (kcal per mole) = 43.40
- LUMO level (eV) = 0.449


No. 2
ORCA calculation (ωB97M-V with the def2-TZVPD basis set) on a molecular structure, C27H25F2IN2O3PReS5.

```
67
Properties=species:S:1:pos:R:3:forces:R:3:nbo_charge:R:1
Re -0.356762 0.801610 0.017909 -0.2 -0.1 -0.5 0.177
O -1.478163 2.545512 1.233301 0.0 -0.1 0.1 -0.955
S -1.348549 1.757689 2.477406 -0.6 0.3 -0.3 2.416
O -1.276397 2.541118 3.671748 0.2 -0.3 0.2 -0.938
O -0.270266 0.767519 2.241756 0.4 -0.1 0.0 -0.958
C -2.769479 0.673945 2.647190 -0.1 0.2 0.0 -0.311
C -3.264186 0.500565 3.931811 -0.1 0.1 0.0 -0.181
C -4.301471 -0.388541 4.166081 0.0 0.0 0.0 -0.215
C -4.837491 -1.111602 3.111596 0.0 0.0 0.0 -0.227
C -4.332753 -0.944335 1.831036 0.0 0.0 0.0 -0.147
C -3.296708 -0.050236 1.570546 0.0 -0.1 0.0 -0.343
P -2.547836 0.155006 -0.100466 0.5 0.1 0.2 1.138
C -3.743718 1.375938 -0.792803 -0.1 -0.1 0.0 -0.383
C -3.295185 2.581099 -1.323088 0.0 0.0 0.1 -0.091
C -4.199220 3.513083 -1.815517 0.0 0.0 0.0 -0.224
C -5.560549 3.255007 -1.782490 0.0 0.0 0.0 -0.211
C -6.020886 2.061807 -1.241648 0.0 0.0 0.0 -0.232
C -5.117106 1.134592 -0.747596 0.0 0.0 -0.1 -0.192
C -3.002030 -1.403681 -0.943610 -0.1 0.0 0.0 -0.373
C -2.478960 -2.585569 -0.414763 0.0 0.0 0.0 -0.194
C -2.705544 -3.798134 -1.043313 0.0 0.0 0.0 -0.216
C -3.438776 -3.844874 -2.223662 0.0 0.0 0.0 -0.216
C -3.932787 -2.672622 -2.772810 0.0 0.0 0.0 -0.235
C -3.716590 -1.455838 -2.135922 0.0 0.0 0.0 -0.143
H -2.826653 1.073880 4.737596 0.0 0.0 0.0 0.244
H -4.682619 -0.519270 5.170884 0.0 0.0 0.0 0.209
H -5.644823 -1.812894 3.283388 0.0 0.0 0.0 0.206
H -4.739464 -1.535506 1.019471 0.0 0.0 0.0 0.208
H -2.237837 2.799828 -1.340706 0.0 0.0 0.0 0.229
H -3.831131 4.445887 -2.223581 0.0 0.0 0.0 0.208
H -6.263230 3.984680 -2.166317 0.0 0.0 0.0 0.203
H -7.083383 1.854923 -1.199051 0.0 0.0 0.0 0.204
H -5.490639 0.210762 -0.323097 0.0 0.0 0.0 0.210
H -1.872668 -2.543411 0.484209 0.0 0.0 0.0 0.236
H -2.293998 -4.706499 -0.621350 0.0 0.0 0.0 0.211
H -3.610573 -4.792417 -2.719260 0.0 0.0 0.0 0.205
H -4.489144 -2.699508 -3.701773 0.0 0.0 0.0 0.206
H -4.097768 -0.543990 -2.577388 0.0 0.0 0.0 0.217
S 3.018033 4.312420 1.743268 0.0 0.0 0.0 -0.152
C 2.475196 2.767043 1.495981 0.0 0.0 0.1 -0.505
S 1.696452 2.269464 0.056789 0.1 -0.1 0.1 -0.207
S 2.799111 1.698349 2.857035 0.0 0.0 -0.1 0.357
C 4.453995 1.129875 -2.410526 0.0 0.0 0.0 -0.673
C 3.230494 1.871857 -2.814285 0.0 0.0 0.0 0.354
C 3.193943 3.174494 -3.244785 0.0 0.0 0.0 -0.338
C 1.944062 3.769695 -3.424815 0.0 0.0 0.0 0.337
N 0.798780 3.113788 -3.247550 0.0 0.0 -0.1 -0.488
C 0.853742 1.854199 -2.841984 0.3 -0.3 0.1 0.352
S -0.525083 0.899305 -2.401549 -0.2 0.5 0.0 -0.102
N 2.057552 1.236706 -2.679519 -0.1 0.1 0.0 -0.539
C 1.830351 5.221216 -3.761828 0.0 0.0 0.0 -0.655
H 5.351677 1.671226 -2.698882 0.0 0.0 0.0 0.224
H 4.468277 0.131155 -2.847424 0.0 0.0 0.0 0.236
H 4.433928 1.014889 -1.322453 0.0 0.0 0.0 0.283
H 4.106178 3.740390 -3.359529 0.0 0.0 0.0 0.227
H 2.012994 0.319574 -2.210485 0.1 0.0 0.0 0.484
H 2.718621 5.591637 -4.271027 0.0 0.0 0.0 0.211
H 1.714686 5.772713 -2.825509 0.0 0.0 0.0 0.255
H 0.942336 5.396651 -4.364760 0.0 0.0 0.0 0.236
I 4.449769 -0.737967 1.346330 0.0 0.0 0.0 -0.006
C 2.627734 0.058091 2.214591 0.1 0.0 0.0 -0.681
H 2.382891 -0.619296 3.025205 0.0 0.0 0.0 0.237
H 1.889494 -0.007355 1.426135 0.0 0.0 0.0 0.266
F 0.725835 -1.875931 0.662050 -0.1 0.0 0.0 -0.402
C 0.475512 -1.067585 -0.450674 0.1 -0.1 0.1 0.292
F 1.802201 -1.025153 -1.086235 -0.1 0.0 0.1 -0.462
H -0.062317 -1.707177 -1.157984 0.0 0.0 0.0 0.115
```
Forces are in eV/Å.

Properties
- largest force on an atom (eV/A) = 0.72
- total charge = -1
- HOMO-LUMO gap (alpha / beta) (eV) = 6.19 / 5.93
- HOMO level (alpha / beta) (eV) = -4.05 / -3.78
- energy relative to the best compared isomer or geometry (same formula, charge and spin) (kcal per mole) = 0.00
- LUMO level (alpha / beta) (eV) = 2.142 / 2.148
- multiplicity = 2


No. 3
ORCA calculation (ωB97M-V with the def2-TZVPD basis set) on a molecular structure, C44H58N3O2S2Ti.

```
110
Properties=species:S:1:pos:R:3:forces:R:3:lowdin_charge:R:1
Ti 1.708247 0.325378 -0.027380 -0.4 0.9 0.1 0.900
C 4.918098 -0.136428 0.742695 -0.1 0.0 -0.2 -0.091
N 3.856117 -0.409063 -0.265344 0.1 -0.3 -0.3 -0.227
C 3.955268 -1.846702 -0.633706 0.0 0.3 0.1 -0.169
C 4.019023 -2.750780 0.587460 -0.1 0.0 0.0 -0.178
N 2.779900 -2.797934 1.341286 0.0 -0.1 -0.2 -0.157
C 1.996736 -3.963291 0.990791 -0.1 0.1 -0.1 -0.081
C 2.887933 -2.615298 2.751001 -0.1 0.1 0.1 -0.279
C 3.323282 -3.670695 3.553474 0.0 0.0 0.0 -0.047
C 3.374920 -3.561789 4.932331 0.0 0.1 0.0 -0.115
C 2.974269 -2.363680 5.516609 -0.1 0.1 -0.1 -0.114
C 2.547627 -1.307627 4.727719 0.0 0.0 0.1 -0.137
C 2.493021 -1.393075 3.323645 0.3 0.0 0.0 -0.561
S 2.012721 0.073771 2.480636 -0.2 -0.2 0.1 0.682
C 4.032437 0.510431 -1.396642 0.5 0.0 0.1 -0.288
C 4.380515 0.067308 -2.670385 -0.1 -0.1 0.0 -0.035
C 4.729570 0.970263 -3.658999 0.0 0.1 -0.1 -0.099
C 4.788905 2.327308 -3.356786 0.0 0.0 0.0 -0.094
C 4.403376 2.779020 -2.106623 -0.1 -0.1 -0.1 -0.124
C 3.941064 1.898873 -1.119282 -0.1 0.0 0.1 -0.632
S 3.202760 2.478216 0.360537 0.2 -0.3 0.0 0.642
H 5.842518 -0.610307 0.395784 0.1 0.0 0.0 0.106
H 4.622740 -0.522292 1.708135 -0.1 0.0 0.1 0.058
H 5.062581 0.923472 0.855605 0.0 0.3 0.0 0.037
H 4.873592 -2.004368 -1.202802 0.2 0.0 -0.1 0.116
H 3.109064 -2.121422 -1.261119 -0.1 0.0 -0.1 0.116
H 4.824790 -2.430704 1.238910 0.1 -0.1 0.0 0.109
H 4.297275 -3.752237 0.231187 0.0 -0.1 0.0 0.123
H 2.518651 -4.911323 1.201659 0.0 0.0 0.0 0.079
H 1.775252 -3.931844 -0.071226 -0.1 0.0 -0.2 0.070
H 1.055162 -3.950670 1.533410 -0.1 0.0 0.0 0.100
H 3.617609 -4.603748 3.079252 0.0 0.1 0.0 0.105
H 3.712209 -4.393916 5.538558 0.0 0.0 0.0 0.088
H 2.992430 -2.252983 6.595929 0.0 0.0 -0.1 0.092
H 2.238880 -0.372241 5.186095 0.0 -0.1 0.0 0.089
H 4.379393 -0.987246 -2.908175 0.0 0.0 0.0 0.098
H 4.979269 0.609950 -4.649125 0.0 0.0 0.0 0.094
H 5.111791 3.038864 -4.110859 0.0 0.0 0.1 0.100
H 4.401308 3.838464 -1.880599 0.0 -0.1 0.0 0.098
C -4.159757 5.183479 -1.262945 -0.1 0.1 -0.1 -0.077
C -3.834242 3.991493 -0.361716 0.0 0.0 0.0 -0.560
C -4.896608 2.904895 -0.581277 -0.1 -0.1 0.0 -0.051
C -3.911429 4.467996 1.098482 0.1 0.0 0.1 -0.056
C -2.450478 3.408967 -0.662288 -0.1 -0.1 0.2 -0.178
C -1.931153 2.401365 0.151337 -0.3 0.0 0.2 0.035
C -0.702576 1.848884 -0.131175 0.0 -0.8 0.5 -0.176
N -0.069085 0.801419 0.579278 0.0 0.2 0.2 -0.089
C -0.769164 -0.377549 0.931349 0.1 0.3 -0.4 -0.236
C -1.760359 -0.514226 1.870579 -0.1 0.1 0.1 0.023
C -2.473445 -1.715941 1.955575 0.0 0.0 -0.1 -0.170
C -2.227628 -2.669934 0.981432 -0.1 -0.1 0.0 -0.009
C -1.238418 -2.554607 -0.014411 0.0 -0.2 -0.2 -0.090
C -0.380565 -1.461841 0.100060 0.2 0.1 -0.5 -0.236
O 0.765417 -1.251332 -0.603368 -0.2 -0.3 0.3 -0.197
C -1.370403 -3.503765 -1.237266 0.0 0.0 0.1 -0.517
C -1.154754 -4.982029 -0.870160 0.0 0.0 0.1 -0.051
C -0.483297 -3.150044 -2.442041 0.0 0.1 0.1 -0.056
C -2.822476 -3.358541 -1.745145 -0.1 0.0 0.0 -0.063
C -3.534357 -1.896598 3.042806 0.0 0.0 -0.1 -0.562
C -4.162478 -3.287928 2.989859 -0.1 -0.1 0.0 -0.076
C -4.649888 -0.853952 2.864608 0.0 0.0 0.0 -0.052
C -2.888939 -1.711311 4.422848 0.1 0.0 0.1 -0.051
C 0.041486 2.246071 -1.243229 0.6 -0.3 -0.2 -0.240
O 1.177624 1.518856 -1.435750 -0.7 0.2 0.2 -0.246
C -0.429311 3.277736 -2.051846 0.0 0.1 -0.4 -0.081
C -1.681481 3.830507 -1.733499 0.1 0.0 -0.2 0.009
C 0.392178 3.823723 -3.227773 0.0 -0.1 0.0 -0.528
C 0.899582 2.695919 -4.139475 0.0 -0.1 0.0 -0.041
C -0.416652 4.779708 -4.106281 0.0 0.1 -0.1 -0.081
C 1.581628 4.599892 -2.647103 0.0 0.1 0.0 -0.038
H -5.127873 5.606089 -0.972343 0.1 0.0 0.0 0.079
H -4.226026 4.888031 -2.315408 0.0 0.0 0.1 0.083
H -3.403506 5.970638 -1.174038 -0.1 -0.1 0.0 0.088
H -5.894460 3.278726 -0.318638 0.1 0.0 0.0 0.080
H -4.686741 2.021849 0.031693 0.0 0.1 -0.1 0.075
H -4.908832 2.589615 -1.629714 0.0 0.0 0.1 0.087
H -4.872253 4.962234 1.287918 0.1 -0.1 0.0 0.077
H -3.105234 5.176566 1.313750 -0.1 0.0 0.0 0.091
H -3.819389 3.633982 1.801212 0.0 0.1 -0.1 0.073
H -2.486142 2.022590 1.004856 0.0 0.1 -0.1 0.104
H -1.963301 0.318825 2.535626 0.0 -0.1 0.0 0.119
H -2.857582 -3.552435 0.952357 0.1 0.1 0.0 0.088
H -0.095169 -5.232410 -0.787510 0.0 0.1 0.1 0.068
H -1.586788 -5.621052 -1.649509 0.1 0.0 0.1 0.080
H -1.636743 -5.235129 0.079009 0.0 0.0 -0.1 0.077
H 0.576337 -3.146491 -2.210937 0.1 -0.1 0.1 0.063
H -0.727133 -2.156262 -2.828465 0.0 -0.1 0.1 0.093
H -0.664622 -3.883115 -3.236566 0.0 0.1 0.1 0.081
H -3.542827 -3.811610 -1.056827 0.1 0.1 -0.1 0.074
H -2.925395 -3.855114 -2.717938 0.0 0.0 0.1 0.079
H -3.085344 -2.302400 -1.863203 0.0 -0.1 0.0 0.095
H -4.720916 -3.444615 2.060614 0.1 0.0 0.1 0.083
H -4.860557 -3.403600 3.823465 0.0 0.0 0.0 0.079
H -3.402522 -4.071697 3.071425 -0.1 0.1 0.0 0.087
H -5.085030 -0.929483 1.864120 0.0 0.0 0.1 0.087
H -4.266161 0.163883 2.987044 0.0 -0.1 0.0 0.074
H -5.445346 -1.007792 3.603880 0.1 0.0 -0.1 0.080
H -2.072276 -2.425661 4.561982 -0.1 0.0 0.0 0.091
H -3.630040 -1.867788 5.215301 0.1 0.0 -0.1 0.079
H -2.471452 -0.707212 4.540172 0.0 -0.1 0.0 0.079
H -2.068922 4.615654 -2.367534 0.1 -0.1 0.1 0.076
H 0.053627 2.162215 -4.587800 0.1 0.0 0.0 0.089
H 1.508830 1.976972 -3.595162 0.0 0.0 0.0 0.066
H 1.506285 3.121437 -4.949746 -0.1 0.0 0.1 0.080
H -1.298170 4.290350 -4.535290 0.1 0.0 0.0 0.088
H 0.218879 5.118408 -4.931194 -0.1 0.0 0.0 0.080
H -0.744263 5.667700 -3.556786 0.0 -0.1 -0.1 0.078
H 2.157431 3.973757 -1.965648 -0.1 0.0 0.0 0.039
H 1.220742 5.463689 -2.077940 0.0 0.0 -0.1 0.091
H 2.239613 4.959687 -3.451346 -0.1 -0.1 0.1 0.086
```
Forces are in eV/Å.

Properties
- largest force on an atom (eV/A) = 0.99
- total charge = -1
- HOMO-LUMO gap (eV) = 6.75
- HOMO level (eV) = -4.28
- energy relative to the best compared isomer or geometry (same formula, charge and spin) (kcal per mole) = 46.10
- LUMO level (eV) = 2.472